Record 1
{"formula": "C4H4Cl4", "method": "ωB97M-V/def2-TZVPD", "elements": ["C", "C", "C", "Cl", "Cl", "C", "Cl", "Cl", "H", "H", "H", "H"], "coordinates": [[0.6079, -1.3368, 1.2595], [0.1910, -0.4584, 0.3629], [0.1816, -0.6145, -1.1121], [-1.5090, -0.6662, -1.7017], [1.0446, -2.0498, -1.6563], [-0.3853, 0.9493, 0.7579], [-0.6586, 1.1339, 2.5429], [0.8558, 2.2155, 0.2598], [0.4707, -1.2027, 2.2778], [1.1450, -2.2241, 0.9221], [0.6870, 0.2110, -1.5770], [-1.3308, 1.2111, 0.2064]], "smiles": "C=C(C(Cl)Cl)C(Cl)Cl", "energy_ha": -1995.5607, "homo_ev": -10.7, "mol_weight_g_mol": 193.89, "spin_multiplicity": 1, "max_force_ev_per_a": 2.232}

=====

Record 2
{"formula": "C4H4ClF", "method": "ωB97M-V/def2-TZVPD", "elements": ["F", "C", "C", "C", "C", "Cl", "H", "H", "H", "H"], "coordinates": [[-1.2914, 2.0607, 0.1671], [-0.4526, 1.0201, 0.0608], [0.7325, 0.8147, -0.5376], [0.8117, -0.6219, -0.0851], [-0.6327, -0.3508, 0.6447], [-1.9624, -1.3888, -0.0942], [1.4958, 1.1493, -1.1693], [0.4719, -1.3098, -0.9544], [1.6839, -1.0749, 0.3023], [-0.8568, -0.2985, 1.6657]], "smiles": "FC1=CC[C@@H]1Cl", "energy_ha": -714.7917, "homo_ev": -9.8, "mol_weight_g_mol": 106.53, "spin_multiplicity": 1, "max_force_ev_per_a": 4.450}

=====

Record 3
{"formula": "C4H4ClFO2", "method": "ωB97M-V/def2-TZVPD", "elements": ["F", "C", "Cl", "C", "C", "O", "C", "O", "H", "H", "H", "H"], "coordinates": [[-2.4153, 1.8265, -0.4498], [-1.8992, 0.4871, -0.0663], [-3.2186, -0.6539, 0.0350], [-0.6054, 0.2963, -0.0475], [0.0563, -1.1149, -0.1506], [1.3390, -0.7633, -0.6664], [1.8008, 0.3918, 0.1457], [0.4410, 1.2636, 0.2189], [0.2660, -1.2986, 0.9259], [-0.3120, -1.8332, -0.6379], [2.2646, 0.2501, 1.2260], [2.2828, 1.1487, -0.5329]], "smiles": "F/C(Cl)=C1/COCO1", "energy_ha": -865.2128, "homo_ev": -9.2, "mol_weight_g_mol": 138.52, "spin_multiplicity": 1, "max_force_ev_per_a": 10.844}

=====

Record 4
{"formula": "C4H4ClN", "method": "ωB97M-V/def2-TZVPD", "elements": ["N", "C", "C", "C", "C", "Cl", "H", "H", "H", "H"], "coordinates": [[3.0105, -1.1218, -0.0515], [2.1190, -0.3985, -0.2659], [0.9226, 0.2807, -0.4703], [0.0813, -0.1447, 0.4127], [-1.3398, 0.3315, 0.2119], [-2.6494, -0.8467, -0.2727], [0.8093, 0.9372, -1.4336], [0.3777, -0.8127, 1.2138], [-1.4136, 1.2187, -0.4020], [-1.9176, 0.5562, 1.0577]], "smiles": "N#C/C=C/CCl", "energy_ha": -669.6967, "homo_ev": -10.6, "mol_weight_g_mol": 101.54, "spin_multiplicity": 1, "max_force_ev_per_a": 4.619}